(1)
{
  "formula": "C24H47F5N5O8S2",
  "method": "ωB97M-V with the def2-TZVPD basis set",
  "symbols": ["C", "C", "N", "C", "N", "O", "C", "C", "C", "O", "C", "C", "C", "C", "C", "F", "F", "C", "F", "F", "F", "C", "C", "C", "C", "C", "N", "C", "N", "N", "H", "H", "H", "H", "H", "H", "H", "H", "H", "H", "H", "H", "H", "H", "H", "H", "H", "H", "H", "H", "H", "H", "H", "H", "H", "H", "H", "H", "H", "H", "H", "O", "S", "O", "O", "C", "C", "C", "H", "H", "H", "H", "H", "H", "H", "H", "O", "S", "O", "O", "C", "C", "C", "H", "H", "H", "H", "H", "H", "H", "H"],
  "xyz": [[-0.804, -3.604, 2.469], [-0.932, -3.739, 0.907], [-0.767, -2.395, 0.307], [0.457, -2.039, -0.099], [0.429, -0.772, -0.578], [1.405, 0.021, -1.066], [2.583, 0.041, -0.232], [2.502, 1.006, 0.990], [1.553, 0.539, 2.155], [3.847, 1.032, 1.530], [-0.899, -0.329, -0.505], [-1.321, 1.066, -1.006], [-2.716, 1.571, -0.496], [-2.737, 3.155, -0.634], [-3.356, 3.834, 0.626], [-3.674, 5.131, 0.293], [-4.486, 3.185, 1.030], [-2.268, 3.923, 1.752], [-1.836, 2.714, 2.203], [-2.828, 4.572, 2.810], [-1.174, 4.628, 1.380], [-1.687, -1.365, 0.074], [-3.185, -1.437, 0.427], [-4.165, -1.477, -0.810], [-5.374, -2.426, -0.412], [-6.183, -1.803, 0.789], [-7.549, -1.356, 0.372], [-8.143, -0.628, 1.498], [-7.736, 0.512, 1.876], [-9.234, -1.209, 2.270], [0.189, -3.164, 2.741], [-1.601, -2.914, 2.827], [-0.879, -4.614, 2.934], [-1.843, -4.274, 0.570], [-0.046, -4.334, 0.572], [1.398, -2.607, -0.053], [3.410, 0.423, -0.883], [2.924, -0.969, 0.103], [2.291, 2.062, 0.683], [1.023, 1.456, 2.527], [0.755, -0.176, 1.857], [2.101, 0.125, 3.032], [3.764, 1.397, 2.430], [-1.396, 0.996, -2.125], [-0.519, 1.823, -0.819], [-3.470, 1.210, -1.236], [-2.963, 1.274, 0.543], [-1.719, 3.573, -0.798], [-3.364, 3.465, -1.506], [-3.437, -0.618, 1.135], [-3.332, -2.389, 1.002], [-3.684, -1.787, -1.764], [-4.633, -0.463, -0.896], [-5.014, -3.456, -0.178], [-6.037, -2.478, -1.308], [-6.266, -2.560, 1.616], [-5.692, -0.898, 1.217], [-8.143, -2.178, 0.251], [-6.974, 0.799, 1.247], [-10.057, -1.187, 1.662], [-9.005, -2.169, 2.535], [7.117, 0.328, 3.554], [7.876, 1.104, 2.617], [9.182, 0.698, 2.194], [7.942, 2.621, 3.133], [8.487, 2.872, 4.439], [9.993, 2.695, 4.474], [6.893, 1.392, 1.180], [7.998, 2.237, 5.182], [8.242, 3.905, 4.688], [10.275, 1.660, 4.281], [10.392, 2.973, 5.451], [10.469, 3.308, 3.706], [5.906, 1.729, 1.483], [6.820, 0.448, 0.642], [7.389, 2.133, 0.555], [-0.514, -0.937, -7.056], [0.470, -1.811, -6.492], [0.165, -2.653, -5.371], [1.787, -0.955, -6.153], [1.648, 0.173, -5.282], [1.425, -0.248, -3.841], [1.161, -2.813, -7.768], [0.846, 0.827, -5.631], [2.577, 0.741, -5.350], [0.475, -0.775, -3.729], [1.404, 0.617, -3.184], [2.213, -0.930, -3.514], [1.426, -2.184, -8.614], [0.400, -3.536, -8.058], [2.033, -3.334, -7.376]],
  "relative_energy_kcal_mol": 32.9,
  "charge": 1,
  "lumo_energy_ev": -2.6
}

---

(2)
{
  "formula": "C24H47FN2O7P",
  "method": "ωB97M-V with the def2-TZVPD basis set",
  "symbols": ["C", "C", "P", "C", "C", "C", "C", "C", "N", "N", "C", "C", "O", "F", "C", "C", "C", "C", "C", "C", "C", "C", "C", "H", "H", "H", "H", "H", "H", "H", "H", "H", "H", "H", "H", "H", "H", "H", "H", "H", "H", "H", "H", "H", "H", "H", "C", "O", "H", "H", "H", "H", "C", "O", "H", "H", "H", "H", "C", "O", "H", "H", "H", "H", "C", "O", "H", "H", "H", "H", "C", "O", "H", "H", "H", "H", "C", "O", "H", "H", "H", "H"],
  "xyz": [[1.811, 2.269, 0.469], [0.286, 2.485, 0.375], [-0.614, 0.992, -0.231], [-2.107, 1.623, -1.121], [-3.313, 0.679, -0.959], [0.407, 0.264, -1.583], [0.471, 0.801, -2.832], [1.198, 0.200, -3.857], [1.855, -0.911, -3.663], [1.808, -1.420, -2.441], [2.581, -2.689, -2.309], [3.269, -2.970, -3.610], [4.372, -2.701, -3.846], [2.506, -3.585, -4.478], [1.143, -0.939, -1.383], [1.171, -1.671, -0.074], [-0.166, -2.407, 0.179], [-0.645, -2.424, 1.613], [-0.328, -1.475, 2.581], [-0.828, -1.560, 3.881], [-1.687, -2.599, 4.233], [-2.023, -3.546, 3.269], [-1.500, -3.471, 1.983], [2.023, 1.206, 0.549], [2.299, 2.673, -0.408], [2.181, 2.736, 1.372], [-0.127, 2.678, 1.354], [0.016, 3.339, -0.240], [-1.873, 1.701, -2.180], [-2.314, 2.616, -0.743], [-3.097, -0.169, -0.317], [-4.130, 1.226, -0.502], [-3.650, 0.342, -1.932], [-0.060, 1.714, -3.054], [1.241, 0.645, -4.838], [3.323, -2.578, -1.535], [1.883, -3.498, -2.112], [1.316, -0.919, 0.692], [2.016, -2.341, -0.008], [-0.076, -3.442, -0.139], [-0.930, -1.960, -0.456], [0.328, -0.647, 2.357], [-0.554, -0.810, 4.606], [-2.072, -2.648, 5.233], [-2.699, -4.340, 3.550], [-1.770, -4.218, 1.250], [-0.977, 6.271, 1.681], [-0.759, 4.903, 2.033], [-1.030, 6.327, 0.597], [-1.916, 6.637, 2.100], [-0.155, 6.900, 2.028], [-0.714, 4.857, 2.993], [-3.386, -1.396, -4.352], [-2.771, -0.105, -4.320], [-4.460, -1.243, -4.397], [-3.071, -1.957, -5.234], [-3.147, -1.968, -3.451], [-1.822, -0.238, -4.287], [-3.953, -0.477, 7.153], [-3.541, -1.846, 7.119], [-4.142, -0.162, 6.130], [-4.873, -0.369, 7.734], [-3.178, 0.156, 7.581], [-3.377, -2.123, 8.024], [-3.435, 3.875, 8.163], [-2.993, 2.519, 8.157], [-3.621, 4.163, 7.131], [-4.361, 3.984, 8.731], [-2.673, 4.535, 8.583], [-2.830, 2.265, 9.070], [6.187, -0.118, -4.029], [6.666, 1.218, -3.939], [5.100, -0.076, -4.052], [6.538, -0.604, -4.943], [6.502, -0.704, -3.161], [7.626, 1.190, -3.922], [4.538, -2.676, -7.378], [3.696, -1.525, -7.443], [5.200, -2.658, -8.239], [5.138, -2.660, -6.466], [3.942, -3.591, -7.409], [3.114, -1.555, -6.680]],
  "charge": 1,
  "lumo_energy_ev": -4.5
}

---

no.,M (Da),energy (a.u.),gap between HOMO and LUMO (eV)
1,692.79,-3113.7364,8.78
2,525.62,-2019.7119,6.75